Record 1
{
  "formula": "C39H57IrN7O2",
  "method": "ωB97M-V/def2-TZVPD",
  "symbols": ["Ir", "C", "C", "C", "C", "C", "C", "C", "C", "C", "C", "C", "C", "C", "C", "C", "C", "C", "H", "H", "H", "H", "H", "H", "H", "H", "H", "H", "H", "H", "H", "H", "H", "H", "H", "H", "H", "H", "H", "H", "H", "H", "H", "H", "H", "H", "H", "O", "N", "O", "C", "C", "C", "C", "C", "C", "N", "C", "C", "N", "C", "C", "C", "C", "H", "H", "H", "H", "H", "H", "H", "C", "N", "C", "N", "C", "N", "C", "N", "C", "C", "H", "H", "H", "H", "H", "H", "H", "H", "H", "H", "H", "H", "C", "C", "C", "C", "H", "H", "H", "H", "H", "H", "H", "H", "H"],
  "coordinates": [[-0.470528, 0.715649, -0.291656], [0.573989, -1.045823, 1.724310], [1.235518, -2.168971, 1.376196], [2.247880, -1.770737, 0.300339], [2.233940, -0.424600, 0.240838], [1.189930, 0.147928, 1.125794], [1.551241, 1.212650, 2.194757], [2.490621, 2.335950, 1.741996], [0.300273, 1.820023, 2.834697], [2.327874, 0.435359, 3.289156], [3.033543, -2.622748, -0.689378], [3.901623, -1.730465, -1.588635], [3.982578, -3.645778, -0.053531], [2.014758, -3.328808, -1.604786], [1.132466, -3.451324, 2.190804], [2.450419, -3.598079, 2.978114], [0.855001, -4.716051, 1.365362], [0.017612, -3.339295, 3.239628], [-0.118045, -0.976247, 2.546462], [2.919527, 0.160190, -0.341405], [1.980006, 3.139291, 1.217010], [3.311124, 1.963677, 1.126588], [2.938368, 2.786718, 2.627573], [-0.292990, 2.389375, 2.115973], [0.595246, 2.515030, 3.622161], [-0.339834, 1.065515, 3.295712], [3.204941, -0.060614, 2.869640], [1.710952, -0.310036, 3.785647], [2.668584, 1.144996, 4.043068], [4.661414, -1.194041, -1.016867], [3.304088, -1.009584, -2.153030], [4.417942, -2.355768, -2.316395], [4.681762, -3.160222, 0.629074], [4.566573, -4.118492, -0.843771], [3.469549, -4.439390, 0.481967], [1.490815, -2.596609, -2.225323], [1.271465, -3.901106, -1.051237], [2.536813, -4.015912, -2.272361], [3.323593, -3.661356, 2.337244], [2.408223, -4.505628, 3.582050], [2.585711, -2.750756, 3.652543], [1.640268, -4.946004, 0.650550], [-0.091151, -4.649558, 0.821510], [0.779450, -5.565354, 2.044972], [0.209461, -2.544771, 3.962171], [-0.038015, -4.273540, 3.797432], [-0.964248, -3.172508, 2.790584], [-1.518160, 8.290359, -0.245360], [-1.829840, 7.344438, 0.433902], [-2.614703, 7.348040, 1.359504], [-1.230355, 6.037198, 0.078480], [0.014276, 6.060236, -0.425953], [0.692527, 4.836800, -0.723078], [1.986098, 4.813699, -1.271441], [2.554702, 3.602945, -1.558493], [1.857587, 2.435528, -1.248455], [0.656524, 2.424295, -0.687513], [0.051283, 3.621603, -0.470434], [-1.302677, 3.614213, -0.002111], [-1.900903, 2.397522, 0.112760], [-3.162053, 2.364975, 0.517387], [-3.899130, 3.509141, 0.814414], [-3.309033, 4.739738, 0.701756], [-1.964100, 4.816316, 0.286095], [0.505663, 7.008195, -0.600252], [2.502788, 5.742938, -1.475257], [3.534337, 3.526868, -2.008120], [2.292274, 1.478203, -1.476692], [-3.632724, 1.399790, 0.599453], [-4.929030, 3.410068, 1.125817], [-3.862237, 5.638074, 0.926964], [-2.560130, -1.190145, 1.063437], [-1.892304, -0.937240, -0.277746], [-2.999675, -0.586131, -1.267447], [-4.040409, -1.571510, -1.310803], [-4.626662, -1.724000, 0.021677], [-3.617703, -2.160230, 0.987069], [-3.058925, -3.436980, 0.531631], [-2.436811, -3.286492, -0.783782], [-1.385108, -2.306282, -0.714616], [-3.462494, -2.851426, -1.732662], [-2.941916, -0.250751, 1.450670], [-1.789265, -1.554354, 1.737635], [-2.548582, -0.503082, -2.250163], [-3.415655, 0.384120, -0.991503], [-5.427260, -2.460713, -0.018882], [-5.052627, -0.770249, 0.341688], [-3.857159, -4.175208, 0.470036], [-2.316830, -3.787028, 1.248996], [-0.914618, -2.208744, -1.690690], [-0.637192, -2.609811, 0.009728], [-4.249214, -3.602408, -1.783558], [-3.021673, -2.739060, -2.724660], [-1.630723, 1.705581, -3.496608], [-0.178066, 1.256020, -3.356799], [0.308940, 0.615029, -4.660595], [0.053520, 0.236393, -2.239994], [-1.707919, 2.491464, -4.247939], [-2.037282, 2.101980, -2.561924], [-2.271483, 0.886336, -3.828945], [0.429642, 2.145837, -3.188321], [-0.263959, -0.286345, -4.890620], [1.363887, 0.341430, -4.607649], [0.181877, 1.308822, -5.491921], [1.107081, -0.048340, -2.177422], [-0.496720, -0.669877, -2.484261]],
  "forces_ev_per_a": [[0.165, 0.281, -0.275], [0.125, -0.098, 0.215], [0.055, 0.035, -0.019], [-0.058, -0.053, -0.013], [-0.063, -0.034, -0.012], [-0.401, -0.008, -0.104], [0.049, -0.024, 0.030], [-0.009, -0.001, -0.016], [-0.009, -0.012, -0.009], [0.007, 0.022, 0.007], [0.023, 0.034, -0.011], [-0.009, -0.001, 0.026], [-0.007, -0.040, 0.016], [-0.039, -0.005, 0.012], [-0.001, -0.031, 0.017], [-0.007, -0.003, 0.000], [0.041, -0.010, -0.007], [-0.030, -0.014, -0.035], [0.046, 0.017, 0.003], [0.006, 0.008, -0.047], [-0.008, 0.007, -0.002], [-0.002, -0.001, -0.003], [0.003, 0.002, -0.004], [0.004, 0.015, 0.000], [0.001, -0.013, 0.010], [-0.009, 0.001, -0.013], [-0.007, -0.010, 0.000], [0.004, 0.011, 0.016], [0.008, 0.001, -0.005], [-0.004, 0.005, 0.002], [-0.004, 0.004, -0.001], [0.003, 0.001, 0.001], [0.005, -0.004, -0.003], [0.000, 0.000, -0.003], [0.043, 0.036, -0.027], [-0.006, 0.004, 0.004], [0.034, 0.022, -0.045], [0.004, 0.006, -0.005], [-0.010, 0.005, 0.028], [0.001, -0.001, 0.003], [-0.004, -0.004, 0.001], [-0.061, 0.002, 0.052], [0.007, 0.006, -0.012], [-0.009, -0.008, 0.001], [0.005, 0.002, -0.003], [-0.005, -0.002, 0.003], [0.016, -0.022, 0.026], [0.158, 0.020, 0.109], [-0.409, -0.102, -0.304], [0.161, 0.076, 0.115], [0.109, 0.040, 0.090], [0.005, -0.018, -0.004], [0.003, 0.011, -0.014], [-0.009, 0.021, -0.001], [0.006, -0.018, 0.002], [-0.016, 0.016, -0.003], [0.005, 0.010, -0.025], [0.002, 0.012, 0.019], [0.024, -0.007, 0.000], [0.002, -0.053, 0.110], [-0.009, 0.046, 0.025], [0.016, -0.019, -0.004], [-0.033, -0.016, -0.015], [-0.010, 0.002, 0.016], [0.002, 0.009, 0.005], [0.001, -0.003, -0.001], [-0.001, -0.002, 0.000], [0.017, -0.003, 0.003], [0.005, -0.047, 0.079], [0.002, 0.000, 0.003], [0.002, -0.021, -0.003], [0.078, -0.113, 0.047], [0.058, -0.041, 0.069], [-0.020, 0.079, 0.082], [-0.011, -0.008, -0.012], [0.005, -0.007, 0.000], [-0.025, 0.007, -0.018], [-0.001, -0.007, 0.014], [-0.005, -0.005, -0.001], [-0.010, 0.026, -0.086], [0.012, 0.010, 0.012], [-0.059, 0.168, 0.017], [-0.098, 0.030, -0.095], [0.072, 0.013, -0.062], [0.045, -0.148, -0.079], [-0.004, 0.001, -0.004], [-0.002, 0.000, 0.006], [0.001, -0.004, 0.002], [0.001, 0.008, -0.003], [-0.053, -0.059, 0.046], [0.065, -0.008, 0.056], [0.000, 0.000, 0.000], [0.001, 0.000, 0.001], [0.020, 0.002, 0.011], [-0.025, 0.025, 0.032], [-0.007, -0.006, -0.001], [0.061, -0.094, 0.015], [-0.003, 0.001, 0.002], [-0.006, 0.005, 0.000], [0.000, -0.008, -0.004], [0.008, -0.002, 0.002], [0.000, 0.004, 0.001], [-0.001, -0.001, 0.000], [0.001, -0.001, -0.001], [0.002, 0.009, -0.033], [-0.024, 0.034, -0.021]],
  "lowdin_spin": [0.65, 0.01, 0.03, 0.07, 0.00, 0.06, 0.00, 0.00, 0.00, 0.00, 0.01, 0.00, 0.00, 0.01, 0.00, 0.00, 0.00, 0.00, 0.00, 0.00, 0.00, 0.00, 0.00, 0.00, 0.00, 0.00, 0.00, 0.00, 0.00, 0.00, 0.00, 0.00, 0.00, 0.00, 0.00, 0.00, 0.00, 0.00, 0.00, 0.00, 0.00, 0.00, 0.00, 0.00, 0.00, 0.00, 0.00, 0.00, 0.00, 0.00, 0.00, 0.00, 0.00, 0.00, 0.00, 0.00, 0.00, 0.00, 0.00, 0.08, 0.01, 0.00, 0.00, 0.00, 0.00, 0.00, 0.00, 0.00, 0.00, 0.00, 0.00, 0.00, 0.00, 0.00, 0.00, 0.00, 0.00, 0.00, 0.00, 0.00, 0.00, 0.00, 0.00, 0.00, 0.00, 0.00, 0.00, 0.00, 0.00, 0.00, 0.00, 0.00, 0.00, 0.00, 0.00, 0.00, 0.04, 0.00, 0.00, 0.00, 0.00, 0.00, 0.00, 0.00, 0.02, 0.00],
  "e_homo_ev": [-13.847, -13.815],
  "charge": 2,
  "gap_ha": [0.2400, 0.2351],
  "s_squared": 0.761,
  "multiplicity": 2
}

***

Record 2
{
  "formula": "C9H5NO",
  "method": "ωB97M-V/def2-TZVPD",
  "symbols": ["C", "C", "C", "C", "C", "C", "C", "C", "C", "N", "O", "H", "H", "H", "H", "H"],
  "coordinates": [[-2.602868, -1.176983, -0.066940], [2.019114, -0.709930, -0.188401], [2.118920, 0.629482, -0.546195], [0.826302, -1.280322, 0.260003], [1.026066, 1.487905, -0.490963], [-0.246925, -0.429643, 0.327328], [-0.154283, 0.916996, -0.052814], [-1.713200, -0.388642, 0.717089], [-1.560288, 1.219545, 0.217279], [-3.301938, -1.793380, -0.732055], [-2.333595, 2.113676, 0.151064], [2.900033, -1.331289, -0.257629], [3.073171, 1.011689, -0.877812], [0.773123, -2.323331, 0.531235], [1.102614, 2.525866, -0.773538], [-1.926246, -0.471635, 1.782349]],
  "forces_ev_per_a": [[-0.328, -0.258, -0.214], [-0.130, -0.264, 0.104], [-0.012, 0.320, -0.075], [0.239, -0.022, -0.038], [0.055, -0.108, 0.006], [-0.237, 0.874, -0.127], [0.725, -0.410, -0.020], [0.401, 1.382, 0.173], [-0.772, -1.159, 0.528], [-0.299, -0.268, -0.257], [0.207, -0.040, -0.029], [0.074, -0.041, -0.012], [0.066, 0.005, -0.030], [-0.011, -0.079, 0.023], [0.017, 0.088, -0.037], [0.003, -0.021, 0.005]],
  "nbo_charge": [0.27, -0.16, -0.22, -0.24, -0.14, 0.14, -0.22, -0.47, 0.65, -0.30, -0.47, 0.22, 0.22, 0.23, 0.23, 0.26],
  "e_homo_ev": -10.050,
  "charge": 0,
  "gap_ha": 0.3522
}

***

Record 3
{
  "formula": "C19H21Cl5IrN2S",
  "method": "ωB97M-V/def2-TZVPD",
  "symbols": ["Ir", "C", "C", "N", "C", "C", "S", "C", "C", "N", "H", "H", "H", "H", "H", "H", "H", "H", "H", "H", "H", "H", "H", "H", "C", "C", "C", "C", "C", "C", "C", "H", "H", "H", "H", "H", "H", "H", "Cl", "C", "C", "C", "Cl", "C", "Cl", "C", "Cl", "C", "Cl"],
  "coordinates": [[0.376535, 0.464134, -0.272486], [-1.729772, -1.355055, 1.630342], [-0.650021, -2.327460, 1.145290], [0.641041, -1.667103, 0.896510], [1.535574, -1.492111, 2.050134], [1.116713, -0.403589, 3.030585], [0.699775, 1.198876, 2.227146], [-1.054224, 1.446405, 2.708220], [-2.089614, 1.073544, 1.642325], [-1.713314, -0.105451, 0.862815], [-1.581901, -1.125013, 2.682308], [-2.697662, -1.858260, 1.539642], [-0.970462, -2.761696, 0.197294], [-0.547865, -3.137896, 1.877533], [1.153375, -2.263740, 0.250100], [2.526401, -1.247158, 1.658052], [1.620397, -2.426487, 2.621434], [1.954320, -0.194920, 3.698173], [0.270358, -0.706152, 3.639405], [-1.142173, 2.508860, 2.928955], [-1.205700, 0.907471, 3.641556], [-2.203122, 1.902996, 0.941683], [-3.049487, 0.924252, 2.155362], [-2.348058, -0.177805, 0.063640], [1.451568, -0.683392, -2.090600], [0.814781, 0.054143, -3.124700], [-0.429298, -0.377240, -3.673207], [-1.033863, 0.325440, -4.683422], [-0.431338, 1.469733, -5.207676], [0.807387, 1.893334, -4.717862], [1.418850, 1.212206, -3.693931], [2.499635, -0.467646, -1.911538], [1.169433, -1.726576, -2.015075], [-0.870554, -1.288823, -3.298003], [-1.970672, -0.018831, -5.096484], [-0.903728, 2.009390, -6.012958], [1.293332, 2.745689, -5.165142], [2.394052, 1.513981, -3.341917], [1.581009, 2.885454, -0.684896], [0.015352, 3.127720, -1.369663], [-0.850750, 2.038345, -1.290385], [-2.109743, 2.216043, -1.866468], [-3.222854, 0.915175, -1.890317], [-2.497303, 3.423938, -2.466594], [-4.053162, 3.609311, -3.154513], [-1.594153, 4.501215, -2.502654], [-2.046206, 5.981707, -3.208388], [-0.303980, 4.348429, -1.954873], [0.825531, 5.624629, -2.007484]],
  "forces_ev_per_a": [[-2.866, 0.039, 0.542], [0.403, -0.486, 0.019], [-0.446, 0.231, 0.018], [0.803, 0.742, -0.797], [0.237, 0.100, 0.507], [-0.011, 0.047, -0.282], [-0.492, -0.203, -0.893], [0.102, -0.015, -0.064], [0.111, 0.554, 0.200], [0.907, -0.109, -1.369], [-0.045, 0.046, 0.018], [0.038, 0.157, 0.064], [0.024, -0.045, 0.026], [0.066, 0.054, -0.143], [-0.099, 0.111, 0.033], [-0.114, -0.097, -0.007], [0.028, 0.055, -0.105], [-0.096, -0.014, -0.009], [-0.049, 0.051, 0.064], [-0.026, -0.011, 0.069], [0.050, 0.019, 0.040], [-0.044, -0.109, 0.094], [0.074, -0.064, -0.172], [0.134, 0.077, 0.157], [-0.636, 0.736, 0.363], [-0.213, 0.192, -0.232], [0.105, -0.004, 0.048], [-0.174, -0.166, -0.017], [0.127, -0.116, 0.207], [0.163, 0.009, 0.163], [0.006, -0.049, -0.022], [0.005, 0.034, 0.179], [-0.114, -0.019, 0.276], [-0.118, -0.068, 0.061], [-0.053, -0.033, 0.003], [-0.072, 0.063, -0.094], [0.069, 0.115, -0.018], [0.080, 0.103, 0.065], [0.518, -0.936, 0.091], [-0.978, 0.283, -0.353], [2.050, -0.102, 0.672], [0.495, -0.254, 0.176], [-0.373, -0.578, 0.103], [0.505, 0.323, 0.131], [0.119, -0.126, 0.078], [0.234, -0.403, 0.222], [0.013, 0.038, -0.030], [-0.531, -0.138, -0.118], [0.083, -0.036, 0.037]],
  "lowdin_spin": [0.29, 0.00, 0.00, -0.02, 0.00, 0.01, 0.11, 0.01, 0.00, 0.04, 0.00, 0.00, 0.00, 0.00, 0.00, 0.00, 0.00, 0.00, 0.00, 0.00, 0.00, 0.00, 0.00, 0.00, 0.11, 0.10, 0.11, 0.00, 0.16, 0.01, 0.09, 0.01, 0.01, 0.00, 0.00, 0.01, 0.00, 0.00, -0.04, 0.00, -0.01, 0.00, 0.00, 0.00, 0.00, 0.00, 0.00, 0.00, 0.00],
  "e_homo_ev": [-14.357, -14.444],
  "charge": 2,
  "gap_ha": [0.2219, 0.2165],
  "s_squared": 0.981,
  "multiplicity": 2
}